1.
Formula: C12H18F6N5O8P
Source: the OMol25 dataset
Level of theory: ωB97M-V/def2-TZVPD

## Properties
DFT total energy = -62157.5770 eV
Charge = 0
LUMO energy = 0.2 eV

Cartesian coordinates (Å):
N -0.5008 -2.0199 -3.2295
P -0.3425 -0.9940 -2.0666
N -1.4018 -1.6296 -0.8137
N -1.8494 -2.9058 -1.0422
C -2.5935 -3.2574 -0.0176
C -3.2348 -4.6084 0.0536
O -2.4750 -5.5607 -0.6604
O -1.6235 -6.2100 0.2992
N -2.7051 -2.2972 0.8712
C -1.9890 -1.2650 0.3697
N -1.8752 -0.0846 0.9242
C -1.1100 1.0434 0.2744
O -1.7032 2.1043 0.2509
O 0.0029 0.6374 -0.1596
H 0.3824 -2.4377 -3.4954
H -0.9115 0.2532 -2.2859
H 0.9380 -0.8198 -1.5702
H -1.5758 -3.4140 -1.8738
H -4.2214 -4.5763 -0.4131
H -3.3438 -4.8932 1.0981
H -0.7545 -6.0812 -0.1065
H -2.3341 0.0692 1.8073
C 0.3222 4.7534 -0.2722
C -0.8847 5.5797 -0.6353
O -0.5514 6.9846 -0.7960
C -0.0080 7.3276 -1.9459
O 0.2336 6.6321 -2.8879
C 0.2604 8.8523 -1.9547
F 0.8497 9.2533 -0.8243
F -0.8990 9.5143 -2.0785
F 1.0418 9.1813 -2.9765
H 0.8005 5.1458 0.6266
H 0.0023 3.7293 -0.0889
H 1.0600 4.7529 -1.0746
H -1.6240 5.5667 0.1612
H -1.3592 5.2237 -1.5483
C 3.4747 -2.5365 3.7957
C 2.0672 -2.6942 3.2695
O 2.0416 -2.6681 1.8217
C 2.3719 -3.7845 1.2056
O 2.6705 -4.8389 1.6819
C 2.2571 -3.5657 -0.3213
F 2.8221 -2.4226 -0.7041
F 0.9467 -3.5144 -0.6470
F 2.8066 -4.5645 -0.9947
H 3.9245 -1.6228 3.4078
H 3.4530 -2.4810 4.8834
H 4.0999 -3.3801 3.5062
H 1.4372 -1.8582 3.5626
H 1.6042 -3.6182 3.6140

Force components x, y, z for each atom (eV/Å):
0.1378 -0.0038 0.0988
0.0369 0.2349 -0.5695
-0.0608 0.1401 0.0986
-0.0507 -0.3685 0.1464
-0.0973 -0.2810 0.0154
0.1025 0.0968 0.0697
-0.1924 -0.2307 0.0560
0.0411 0.1957 -0.1109
-0.2148 0.2807 0.4180
0.3282 -0.3437 -0.1278
0.1187 0.2397 0.0623
0.7013 -0.3315 -0.2696
0.2887 -0.1289 0.1880
-1.0330 0.4628 0.2535
-0.0726 -0.0910 -0.0969
-0.0670 -0.0401 -0.0243
0.0506 -0.0047 0.1809
0.1840 0.2913 -0.2504
0.0242 0.0043 -0.0223
-0.0554 -0.0522 -0.0183
0.0490 -0.0133 0.0110
-0.2693 0.0296 -0.1384
0.2269 0.0987 -0.0177
-0.1728 -0.2549 0.0562
0.0111 0.0076 0.0014
-0.0022 0.1136 0.0034
0.0007 -0.0477 -0.0037
-0.0108 -0.1498 -0.0078
0.0211 0.0398 0.0169
-0.0164 0.0449 0.0050
0.0140 0.0421 -0.0223
-0.0557 -0.0177 0.0314
-0.0107 -0.0103 0.0072
-0.0524 -0.0070 -0.0390
0.0169 0.0716 0.0168
0.0638 0.0501 -0.0537
0.0716 -0.0096 -0.1526
-0.0648 0.0185 0.2836
0.0144 0.0079 -0.0317
-0.0150 0.0219 -0.0807
-0.0003 -0.0038 0.0301
0.0858 -0.0531 0.2104
-0.0078 0.0134 -0.0835
-0.0517 -0.0359 -0.0745
-0.0046 -0.0138 -0.0079
-0.0181 0.0266 0.0453
-0.0081 0.0070 0.0109
-0.0265 -0.0272 0.0307
0.0016 0.0248 -0.0730
0.0402 -0.0443 -0.0715

Table of Löwdin atomic charges, one value per atom, all in e:
1. N -0.2770
2. P 0.7988
3. N -0.0805
4. N 0.1032
5. C -0.2819
6. C -0.1059
7. O -0.1297
8. O 0.0027
9. N 0.2059
10. C -0.3309
11. N 0.1919
12. C -0.6914
13. O 0.0449
14. O -0.1195
15. H -0.0239
16. H 0.0321
17. H 0.0164
18. H 0.1403
19. H 0.1447
20. H 0.1373
21. H 0.1012
22. H 0.1544
23. C -0.0538
24. C -0.1808
25. O 0.0337
26. C -0.4140
27. O 0.1666
28. C -0.5510
29. F 0.1645
30. F 0.1623
31. F 0.1712
32. H 0.0849
33. H 0.0531
34. H 0.0803
35. H 0.1264
36. H 0.1269
37. C -0.0562
38. C -0.1833
39. O 0.0350
40. C -0.4123
41. O 0.1737
42. C -0.5431
43. F 0.1695
44. F 0.1240
45. F 0.1851
46. H 0.0865
47. H 0.0849
48. H 0.0795
49. H 0.1266
50. H 0.1264

=====

2.
Formula: C4H6N2OS
Source: the OMol25 dataset
Level of theory: ωB97M-V/def2-TZVPD

## Properties
SMILES = [H]/N=C(/N)[C@H]1OC=CS1
DFT total energy = -20106.1599 eV
Charge = 0
Energy above the lowest of the compared OMol25 structures with the same formula, charge and spin = 307.0 kJ/mol
LUMO energy = 0.8 eV

Cartesian coordinates (Å):
H 0.7686 2.2356 -0.7234
N -0.0470 1.9632 -1.2675
C -0.7237 0.9939 -0.6975
N -2.0128 0.7656 -1.1670
C -0.5219 0.2559 0.5142
O -0.8946 -1.0852 0.3633
C 0.2435 -1.9279 0.2441
C 1.4870 -1.4758 0.5278
S 1.3334 0.2372 0.7530
H -2.4765 -0.1459 -0.9036
H -2.2458 1.1229 -2.0598
H -0.8976 0.6519 1.4191
H -0.1991 -3.0064 0.2298
H 2.3819 -2.1500 0.5927

Force components x, y, z for each atom (eV/Å):
0.1439 -0.4329 -0.1707
-1.1175 -1.7109 1.3225
-1.8416 3.9835 -3.3328
-0.2592 -2.1673 1.0873
3.7067 -1.6034 0.9764
1.1878 -1.0699 -0.0335
-1.3580 -2.5128 1.0839
-2.0860 -1.3621 -0.8324
1.2442 0.9495 1.0267
0.9918 1.6205 -0.6232
-0.0955 0.4016 -0.7271
-0.9568 0.6591 0.6299
1.4641 2.0136 -0.3202
-1.0240 1.2314 -0.0869

Table of Löwdin atomic charges, one value per atom, all in e:
1. H 0.0028
2. N 0.1077
3. C -0.5212
4. N 0.1180
5. C -0.4898
6. O -0.1263
7. C -0.2064
8. C -0.4036
9. S 0.9417
10. H 0.1245
11. H 0.0823
12. H 0.1164
13. H 0.1537
14. H 0.1002

=====

3.
Formula: CBrClN2O4
Source: the OMol25 dataset
Level of theory: ωB97M-V/def2-TZVPD

## Properties
DFT total energy = -94764.7477 eV
Charge = 0
Energy above the lowest of the compared OMol25 structures with the same formula, charge and spin = 0.0 kJ/mol
LUMO energy = -1.1 eV

Cartesian coordinates (Å):
C -0.5237 -0.4201 -0.1130
N 0.4492 0.9087 -0.9912
N 0.2503 -0.4943 1.1697
O 0.0020 1.9733 -0.8113
O 1.1155 -1.3230 1.2200
O 1.3459 0.4545 -1.5954
O -0.0284 0.3329 1.9935
Cl -0.4210 -1.8503 -1.0532
Br -2.1897 0.4183 0.1809

Force components x, y, z for each atom (eV/Å):
0.1666 1.5217 -1.2443
-1.8431 -2.9318 1.6396
0.0463 -0.1196 -0.0748
0.1771 1.5438 -0.2277
0.4713 -0.3740 0.1804
1.1835 0.1946 -0.8359
0.1475 0.3044 0.5534
-0.1905 0.4692 0.2610
-0.1587 -0.6083 -0.2518

Table of Löwdin atomic charges, one value per atom, all in e:
1. C -1.0696
2. N -0.3754
3. N -0.4794
4. O 0.0752
5. O 0.0752
6. O 0.1085
7. O 0.0442
8. Cl 0.7549
9. Br 0.8664

=====

Q: Which formula does entry 1 have?
A: C12H18F6N5O8P

=====

Please write out number 2 again, unchanged.
Formula: C4H6N2OS
Source: the OMol25 dataset
Level of theory: ωB97M-V/def2-TZVPD

## Properties
SMILES = [H]/N=C(/N)[C@H]1OC=CS1
DFT total energy = -20106.1599 eV
Charge = 0
Energy above the lowest of the compared OMol25 structures with the same formula, charge and spin = 307.0 kJ/mol
LUMO energy = 0.8 eV

Cartesian coordinates (Å):
H 0.7686 2.2356 -0.7234
N -0.0470 1.9632 -1.2675
C -0.7237 0.9939 -0.6975
N -2.0128 0.7656 -1.1670
C -0.5219 0.2559 0.5142
O -0.8946 -1.0852 0.3633
C 0.2435 -1.9279 0.2441
C 1.4870 -1.4758 0.5278
S 1.3334 0.2372 0.7530
H -2.4765 -0.1459 -0.9036
H -2.2458 1.1229 -2.0598
H -0.8976 0.6519 1.4191
H -0.1991 -3.0064 0.2298
H 2.3819 -2.1500 0.5927

Force components x, y, z for each atom (eV/Å):
0.1439 -0.4329 -0.1707
-1.1175 -1.7109 1.3225
-1.8416 3.9835 -3.3328
-0.2592 -2.1673 1.0873
3.7067 -1.6034 0.9764
1.1878 -1.0699 -0.0335
-1.3580 -2.5128 1.0839
-2.0860 -1.3621 -0.8324
1.2442 0.9495 1.0267
0.9918 1.6205 -0.6232
-0.0955 0.4016 -0.7271
-0.9568 0.6591 0.6299
1.4641 2.0136 -0.3202
-1.0240 1.2314 -0.0869

Table of Löwdin atomic charges, one value per atom, all in e:
1. H 0.0028
2. N 0.1077
3. C -0.5212
4. N 0.1180
5. C -0.4898
6. O -0.1263
7. C -0.2064
8. C -0.4036
9. S 0.9417
10. H 0.1245
11. H 0.0823
12. H 0.1164
13. H 0.1537
14. H 0.1002